The following is a DFT calculation (ωB97M-V/def2-TZVPD) of a 12-piece molecular cluster, C5H34NO13 overall in a non-equilibrium geometry.

Summary:
**Molar mass**: 316.32 g/mol
**LUMO**: 2.6 eV
**Kohn-Sham gap**: 9.43 eV
**Energy above the lowest of the compared OMol25 structures with the same formula, charge and spin**: 135.6 kcal/mol
**Largest force on an atom**: 9.65 eV Å⁻¹

The geometry in ORCA input format:
```
! wB97M-V def2-TZVPD RIJCOSX def2/J DEFGRID3
* xyz -1 1
C -2.29795 0.82229 -1.00693
O -2.66351 0.44775 -2.32748
C -1.15004 1.75285 -1.23745
C -0.52512 2.39805 0.05461
C 0.63651 1.68765 0.79213
C 1.34204 0.81340 -0.27992
O 2.13618 -0.21600 0.15024
N -1.60650 2.99299 -2.07309
H -2.28950 0.12929 -0.22449
H -3.17584 1.49462 -0.72123
H -2.34123 -0.52155 -2.51861
H -0.27791 1.26549 -1.83864
H -0.05551 3.36511 -0.40208
H -1.38813 2.79684 0.77455
H 0.23273 1.08951 1.66876
H 1.36256 2.26702 1.53766
H 0.58331 0.39821 -1.01325
H 1.99861 1.40496 -0.87903
H -2.03154 3.55510 -1.43726
H -2.15336 2.72791 -2.85714
H 0.68323 -1.16860 -4.19208
H 1.52532 -2.50366 -1.89458
O 0.60364 -2.13712 -3.92570
H -1.77681 -2.51304 2.01473
H -0.96231 -3.39781 1.07245
O -1.06844 -3.07540 1.92853
H 3.14402 -0.54109 4.12865
H 1.83221 -1.06650 4.24179
O 2.46816 -0.48413 4.77429
H -1.38394 -2.47331 -1.42021
H -0.52100 -2.11391 -0.15470
O -0.82864 -2.84004 -0.61649
H -1.04441 -0.39139 -3.63035
H -0.73863 1.05774 -3.96656
O -0.67669 0.19343 -4.18955
H 3.81003 -2.24121 2.13509
H 3.99375 -0.64886 1.97349
O 4.24692 -1.37109 2.52074
H -1.77130 4.30979 2.32892
H -1.02508 4.78329 1.00136
O -1.73697 4.85694 1.47590
H 1.99217 -0.98484 -0.57588
H 0.76560 -3.11649 -0.73801
O 1.70140 -2.61859 -0.98602
H 0.85598 0.16916 3.74332
H 0.07596 0.49640 4.97457
O 0.35556 0.89894 4.24079
H 0.54002 -2.12220 2.86960
H 1.49141 -1.45744 1.76249
O 1.26006 -1.49492 2.73218
H -0.38413 -2.18822 -3.64995
H -2.07516 -2.55876 -3.34782
O -1.68771 -1.92857 -2.79233
*
```



The following is a DFT calculation (ωB97M-V/def2-TZVPD) of a 13-piece molecular cluster, C5H34NO14 overall in a non-equilibrium geometry.

Summary:
**Molar mass**: 332.32 g/mol
**LUMO**: 2.6 eV
**Kohn-Sham gap**: 8.79 eV
**Energy above the lowest of the compared OMol25 structures with the same formula, charge and spin**: 120.2 kcal/mol
**Largest force on an atom**: 3.52 eV Å⁻¹

The geometry in ORCA input format:
```
! wB97M-V def2-TZVPD RIJCOSX def2/J DEFGRID3
* xyz -1 1
C -2.31599 -1.21868 -2.76459
N -2.13386 -1.36199 -1.42187
C -3.05454 -0.75947 -0.41645
C -1.17580 -2.95400 0.08037
C -0.77880 -1.81075 -0.77303
C 0.24489 -2.17312 -1.86979
O 1.44731 -2.29911 -1.15608
O -1.52994 -1.67209 -3.58851
H -3.39353 -1.00161 -3.04335
H -3.50869 0.18025 -0.87485
H -4.00608 -1.41012 -0.30605
H -2.39233 -0.34270 0.37145
H -1.85734 -3.70293 -0.46086
H -1.64627 -2.64955 1.00820
H -0.35737 -3.65092 0.36502
H -0.34011 -0.99610 -0.15903
H -0.06345 -3.15001 -2.09544
H 0.36481 -1.63118 -2.76975
H 3.70644 -0.60830 2.62490
H 2.49553 -0.65829 1.32992
O 2.78532 -0.75681 2.36936
H -2.75174 2.24374 -2.11601
H -1.24140 1.76707 -2.37758
O -2.00896 2.24859 -2.75173
H 1.67444 -1.31191 -0.62848
H 2.96909 0.02234 -0.38354
O 2.10034 -0.15283 -0.09008
H 2.98607 -1.21384 -2.34125
H 2.66662 0.17732 -2.61798
O 3.07398 -0.59234 -3.07280
H 0.77096 3.29331 1.96406
H 0.80654 4.41451 0.88680
O 0.72974 4.33067 1.83355
H -1.64002 1.28456 2.53817
H -1.72412 1.72723 1.08795
O -2.22258 1.71414 1.91877
H -0.78951 4.50523 -0.80358
H -0.53487 3.43989 -1.99791
O -0.63791 3.56537 -1.07252
H 0.94912 -1.65914 1.72146
H 1.47769 -2.48728 2.76100
O 0.62257 -2.10903 2.52976
H 2.22540 1.53108 2.42305
H 2.08832 0.99338 1.03100
O 1.95460 1.82777 1.57295
H 1.64825 0.03468 3.96451
H 1.33569 1.49809 4.06784
O 1.68263 0.79706 4.56137
H 1.23411 1.02826 -1.55456
H -0.07312 1.44207 -0.98278
O 0.40362 1.38988 -1.83978
H -0.73919 -1.02867 2.68324
H -1.49951 -0.67903 4.07112
O -1.44798 -0.56119 3.13307
*
```



The following is a DFT calculation (ωB97M-V/def2-TZVPD) of a 13-piece molecular cluster, C5H34O14 overall in a non-equilibrium geometry.

Summary:
**Molar mass**: 318.31 g/mol
**LUMO**: -0.3 eV
**Kohn-Sham gap**: 9.75 eV
**Energy above the lowest of the compared OMol25 structures with the same formula, charge and spin**: 68.4 kcal/mol
**Largest force on an atom**: 1.84 eV Å⁻¹

The geometry in ORCA input format:
```
! wB97M-V def2-TZVPD RIJCOSX def2/J DEFGRID3
* xyz 0 1
C 0.54194 1.53547 -2.49291
O 0.38376 2.41124 -1.33124
C 0.04465 0.15412 -2.19576
C 0.58518 -0.67529 -1.04084
C 0.10268 -0.17023 0.31444
C -1.17373 -0.86190 0.75433
O -1.90820 -1.33127 -0.09008
H 1.60001 1.55350 -2.78162
H 0.02559 2.09962 -3.27184
H -0.51146 2.78538 -1.42350
H 0.24915 -0.45259 -3.08325
H -1.03388 0.22729 -2.14771
H 1.66618 -0.75662 -1.18580
H 0.18190 -1.66082 -1.26035
H -0.11914 0.90140 0.38861
H 0.90620 -0.26412 1.04590
H -1.36846 -0.89946 1.82657
H -2.77666 2.46308 -1.24938
H -2.79049 3.76969 -1.91593
O -2.18016 3.03656 -1.76974
H -1.36565 1.91101 2.77524
H -0.42119 2.79832 1.97232
O -1.34781 2.65284 2.19386
H 2.32294 -2.60171 3.83331
H 2.78571 -2.69193 2.35860
O 2.70727 -3.19601 3.18942
H 1.44123 3.99736 0.72023
H 1.81270 3.25228 -0.57124
O 2.14961 3.52757 0.29871
H 2.35182 1.67213 3.73579
H 2.89568 2.22303 2.49707
O 2.33343 1.49279 2.78413
H -2.58047 -2.35244 -3.52717
H -2.27208 -1.42643 -2.46387
O -1.99565 -1.61264 -3.36629
H -1.85721 0.27822 3.79031
H -3.04430 -0.66537 3.87115
O -2.10855 -0.62113 3.99617
H -3.58940 0.23902 -1.78618
H -3.54024 1.30416 -3.00367
O -3.89675 1.07286 -2.14643
H 3.69616 -1.13314 0.68284
H 2.84425 -0.77959 1.91669
O 2.92652 -1.39074 1.17529
H 1.23530 -4.41618 0.09445
H 1.21188 -2.89984 0.16033
O 0.66016 -3.66012 -0.05706
H -1.70260 -4.08679 -1.32579
H -2.55345 -3.08986 -0.63682
O -2.61757 -3.77345 -1.32190
H 4.31437 1.32336 0.75877
H 3.46148 1.02898 -0.51656
O 4.31016 0.88193 -0.09224
*
```



The following is a DFT calculation (ωB97M-V/def2-TZVPD) of a 13-piece molecular cluster, C5H35N2O13 overall in a non-equilibrium geometry.

Summary:
**Molar mass**: 331.34 g/mol
**LUMO**: -2.2 eV
**Kohn-Sham gap**: 10.52 eV
**Energy above the lowest of the compared OMol25 structures with the same formula, charge and spin**: 38.9 kcal/mol
**Largest force on an atom**: 1.13 eV Å⁻¹

The geometry in ORCA input format:
```
! wB97M-V def2-TZVPD RIJCOSX def2/J DEFGRID3
* xyz 1 1
O -1.19735 -1.97924 -2.22692
C -1.24191 -0.77244 -2.09752
C -0.69436 -0.11119 -0.81783
C -1.43823 1.17428 -0.42863
C -0.51444 2.17997 0.19529
C 0.04896 3.20851 -0.40546
N -0.21593 1.91584 1.62504
N -0.78534 -1.08397 0.28377
H -1.65588 -0.16418 -2.89940
H 0.34974 0.12926 -1.04087
H -1.92482 1.63663 -1.30227
H -2.26301 0.98147 0.26318
H 0.72337 3.90424 0.06930
H -0.14328 3.41243 -1.45587
H 0.32410 2.67621 2.03541
H 0.34668 1.04348 1.71239
H -1.11140 1.81997 2.16842
H -0.57531 -2.01330 -0.06717
H -0.05668 -0.89697 0.97561
H 1.39064 -3.03903 0.67071
H 2.28569 -3.42114 1.89433
O 1.99410 -2.67280 1.35308
H 3.10286 0.60747 1.14618
H 2.74173 1.45742 -0.12604
O 2.44759 0.70106 0.44565
H -4.32857 -0.77803 -1.86791
H -3.51956 -0.63320 -0.53465
O -3.63063 -0.28508 -1.42168
H -3.50870 2.05760 2.70481
H -2.96769 0.61654 2.59349
O -2.69705 1.54168 2.75103
H 1.43859 -1.32324 2.35814
H 0.30594 -0.89834 3.32615
O 0.97608 -0.52702 2.70760
H 1.79250 2.40912 -4.13340
H 1.42995 1.17564 -3.28522
O 1.57027 2.15014 -3.23345
H 3.50555 -1.94462 -0.92881
H 2.63851 -0.68332 -0.59079
O 2.87976 -1.31969 -1.30853
H 1.41947 -2.84120 -1.25474
H -0.08160 -3.20093 -1.49492
O 0.69375 -3.40561 -0.93935
H 1.09917 -1.10228 -4.04903
H 1.78396 -0.93656 -2.67677
O 1.08695 -0.55303 -3.25467
H -2.22499 -1.17220 1.21916
H -3.53005 -1.87459 1.81344
O -2.97578 -1.09585 1.89105
H 3.92709 2.98634 -1.35769
H 2.50803 2.65185 -1.90731
O 3.02086 2.82994 -1.08088
H -1.89863 -1.44853 3.28084
H -1.47389 -1.43683 4.79312
O -1.17684 -1.65267 3.91061
*
```



- Which value of energy above the lowest of the compared OMol25 structures with the same formula, charge and spin does entry 1 give?
  135.6 kcal/mol